(1)
{
  "formula": "C8H18O2",
  "method": "the ωB97M-V functional and the def2-TZVPD basis",
  "e_tot_ha": -465.96628,
  "lumo_ev": 0.6,
  "max_force_ev_per_a": 2.9,
  "e_above_lowest_ev": 4.108,
  "homo_lumo_gap_ev": 8.2846,
  "symbols": ["C", "C", "C", "C", "C", "C", "C", "C", "O", "O", "H", "H", "H", "H", "H", "H", "H", "H", "H", "H", "H", "H", "H", "H", "H", "H", "H", "H"],
  "coordinates": [[-0.3002, -1.6954, -0.0912], [-0.3875, 0.8531, 0.4888], [-0.9099, -0.3633, -0.4287], [2.1061, -1.1460, -0.1959], [0.4402, 0.3213, 1.6709], [0.4767, 1.8337, -0.3229], [-1.6380, 1.6035, 0.9694], [-0.9208, -0.0953, -1.9317], [-0.1917, -2.5927, -1.0684], [-0.2827, -2.0940, 1.1274], [0.1361, -3.4212, -0.6858], [0.1401, -1.1327, 1.6997], [-1.9498, -0.5190, -0.1115], [1.9427, -1.1486, -1.2713], [2.3293, -2.1600, 0.1367], [2.9846, -0.5262, -0.0010], [-0.1309, 0.3509, 2.6054], [1.3352, 0.9035, 1.8810], [1.3732, -0.5475, 0.7139], [1.3590, 1.3547, -0.7425], [0.8204, 2.6277, 0.3417], [-0.0824, 2.2953, -1.1362], [-2.2591, 1.9239, 0.1278], [-2.2459, 0.9714, 1.6191], [-1.3533, 2.4891, 1.5399], [0.0875, 0.0102, -2.3279], [-1.4050, -0.9146, -2.4617], [-1.4738, 0.8181, -2.1452]]
}

=====

(2)
{
  "formula": "C7H13NO3S",
  "method": "the ωB97M-V functional and the def2-TZVPD basis",
  "e_tot_ha": -953.11573,
  "lumo_ev": 0.6,
  "max_force_ev_per_a": 4.1,
  "e_above_lowest_ev": 2.795,
  "homo_lumo_gap_ev": 9.3831,
  "smiles": "CC(=O)[C@]1(O)NSC[C@H](C)[C@H]1O",
  "symbols": ["C", "C", "O", "C", "O", "N", "S", "C", "C", "C", "C", "O", "H", "H", "H", "H", "H", "H", "H", "H", "H", "H", "H", "H", "H"],
  "coordinates": [[0.0263, 3.2797, -0.1637], [0.9728, 2.1851, -0.4136], [1.8371, 2.2007, -1.2770], [0.6211, 0.9068, 0.2661], [-0.0357, 1.3135, 1.4519], [1.8477, 0.2445, 0.6203], [1.8138, -1.1042, 1.4723], [0.8839, -2.1997, 0.4637], [-0.4762, -1.5306, 0.2670], [-1.4807, -2.4342, -0.4326], [-0.3806, -0.1495, -0.4099], [-1.7158, 0.3505, -0.4376], [0.5998, 4.0933, 0.2112], [-0.8096, 2.8132, 0.4887], [-0.3557, 3.5324, -1.2032], [-0.4469, 0.5563, 1.7564], [2.4538, 0.2708, -0.1294], [0.8670, -3.1546, 0.9467], [1.4292, -2.2928, -0.5395], [-0.7674, -1.3524, 1.3730], [-0.9953, -3.4164, -0.3964], [-1.4580, -2.2996, -1.4240], [-2.4975, -2.4541, 0.0357], [0.0404, -0.3646, -1.4778], [-1.9736, 1.0060, -1.0481]]
}

=====

(3)
{
  "formula": "C36H32Cl2N7O4S6Ta",
  "method": "the ωB97M-V functional and the def2-TZVPD basis",
  "e_tot_ha": -5442.05555,
  "lumo_ev": -1.0,
  "max_force_ev_per_a": 0.7,
  "e_above_lowest_ev": 1.173,
  "homo_lumo_gap_ev": 5.8715,
  "symbols": ["Ta", "N", "C", "S", "N", "N", "C", "C", "C", "C", "C", "C", "N", "H", "H", "H", "H", "H", "H", "H", "C", "C", "N", "C", "C", "C", "S", "N", "C", "O", "C", "C", "C", "C", "C", "C", "H", "H", "H", "H", "H", "H", "H", "H", "H", "H", "H", "H", "H", "H", "H", "O", "C", "S", "C", "C", "S", "S", "S", "Cl", "C", "C", "C", "C", "C", "Cl", "C", "N", "C", "C", "C", "C", "C", "C", "C", "C", "O", "O", "H", "H", "H", "H", "H", "H", "H", "H", "H", "H"],
  "coordinates": [[0.3157, 0.1717, -0.0491], [-3.2547, -1.0761, 2.5185], [-2.2932, -0.4306, 1.8292], [-2.1108, -0.8452, 0.1557], [-1.6440, 0.5046, 2.4841], [-0.7150, 1.1455, 1.7239], [-0.4362, 2.3524, 2.0397], [0.4602, 3.1242, 1.1908], [0.8241, 4.4189, 1.5189], [1.6848, 5.1053, 0.6772], [2.1388, 4.4790, -0.4684], [1.7267, 3.1801, -0.7300], [0.9077, 2.5192, 0.0758], [-3.6736, -1.8963, 2.1216], [-3.2949, -0.9357, 3.5138], [-0.9274, 2.8072, 2.8926], [0.4434, 4.8679, 2.4257], [1.9985, 6.1122, 0.9177], [2.8149, 4.9726, -1.1515], [2.0756, 2.6393, -1.6001], [1.3967, 0.9703, -5.9077], [1.5420, 1.7634, -4.6184], [0.2733, 2.3050, -4.1276], [-0.2331, 3.5221, -4.7753], [-1.3512, 3.2488, -5.7724], [-0.4502, 1.7398, -3.1556], [0.0312, 0.1446, -2.5904], [-1.5698, 2.3306, -2.7879], [-2.0714, 2.1395, -1.5697], [-1.3954, 1.8219, -0.5637], [-3.5131, 2.4433, -1.3687], [-4.3137, 2.8520, -2.4309], [-5.6616, 3.0993, -2.2284], [-6.2129, 2.9432, -0.9635], [-5.4161, 2.5391, 0.0992], [-4.0687, 2.2888, -0.1017], [2.3620, 0.5509, -6.1920], [1.0446, 1.5940, -6.7299], [0.6951, 0.1474, -5.7676], [2.2104, 2.6149, -4.7648], [1.9713, 1.1363, -3.8412], [0.6174, 3.9814, -5.2798], [-0.5757, 4.2081, -4.0016], [-1.0011, 2.6317, -6.5991], [-1.7185, 4.1910, -6.1808], [-2.1790, 2.7391, -5.2844], [-3.8690, 2.9730, -3.4091], [-6.2836, 3.4143, -3.0560], [-7.2666, 3.1358, -0.8065], [-5.8468, 2.4141, 1.0841], [-3.4364, 1.9631, 0.7134], [7.3048, -0.6936, 1.3791], [6.1459, -0.4984, 1.1416], [4.9364, -0.1119, 2.3860], [3.5835, 0.0475, 1.2896], [3.8167, -0.1562, -0.0091], [2.5728, 0.0496, -1.2143], [5.4422, -0.5839, -0.4880], [2.0236, 0.5155, 1.8886], [-2.2906, -5.5561, 4.0659], [-1.3332, -4.1342, 4.3977], [-1.9107, -3.1161, 5.1299], [-1.1890, -1.9596, 5.3751], [0.1123, -1.8673, 4.9151], [0.6988, -2.9186, 4.2326], [2.3781, -2.7572, 3.8416], [-0.0143, -4.0854, 3.9184], [0.4835, -5.1720, 3.2232], [1.5524, -5.2122, 2.2872], [2.7032, -5.9283, 2.5995], [3.7478, -6.0122, 1.6974], [3.6501, -5.3707, 0.4692], [2.4925, -4.6857, 0.1443], [1.4259, -4.6103, 1.0360], [0.1551, -3.9128, 0.6112], [0.3192, -2.4314, 0.4553], [0.2866, -1.6254, 1.4173], [0.4682, -1.9230, -0.7015], [-2.9235, -3.2364, 5.4903], [-1.6316, -1.1423, 5.9275], [0.7060, -0.9826, 5.0981], [0.0423, -6.0509, 3.4346], [2.7783, -6.3885, 3.5766], [4.6435, -6.5607, 1.9578], [4.4692, -5.4122, -0.2363], [2.4026, -4.1995, -0.8206], [-0.6399, -4.0892, 1.3358], [-0.1595, -4.2908, -0.3612]]
}

=====

(4)
{
  "formula": "C2H8N2S2",
  "method": "the ωB97M-V functional and the def2-TZVPD basis",
  "e_tot_ha": -986.74364,
  "lumo_ev": [0.4, 0.4],
  "max_force_ev_per_a": 4.1,
  "e_above_lowest_ev": 3.782,
  "homo_lumo_gap_ev": [8.4201, 8.4209],
  "symbols": ["C", "C", "N", "N", "S", "S", "H", "H", "H", "H", "H", "H", "H", "H"],
  "coordinates": [[-0.2150, 0.6011, 1.5063], [1.0061, 0.3317, -2.0222], [3.2637, 0.7057, -2.4720], [2.2116, -0.0054, -2.2625], [-1.2944, -0.0638, 2.7121], [-0.1952, -0.9101, -1.8065], [-0.7980, 1.3084, 0.9566], [-0.0198, -0.1803, 0.7322], [0.7129, 1.2494, -2.5333], [0.7817, 0.9248, 1.8925], [3.0980, 1.6040, -3.0609], [2.4431, -0.9964, -2.0113], [-2.1167, -0.6482, 1.9223], [-1.1645, -0.6506, -2.6101]]
}

=====

(5)
{
  "formula": "C3HBr3F4",
  "method": "the ωB97M-V functional and the def2-TZVPD basis",
  "e_tot_ha": -8236.28299,
  "lumo_ev": [-0.3, -1.0],
  "max_force_ev_per_a": 2.9,
  "e_above_lowest_ev": 3.023,
  "homo_lumo_gap_ev": [8.8402, 7.8601],
  "symbols": ["C", "C", "C", "F", "F", "F", "F", "Br", "Br", "Br", "H"],
  "coordinates": [[0.4025, -1.0405, -0.0808], [1.2940, -0.3184, 0.8832], [-1.4411, 1.0299, -0.7927], [2.2323, -1.1117, 1.3391], [0.5882, 0.2724, 1.8781], [-0.8188, 1.2127, -1.8930], [-1.4146, 2.0459, 0.0755], [-0.7472, -2.2243, 0.6508], [2.0013, 1.1720, -0.1870], [-3.1061, 0.1291, -0.8595], [1.0095, -1.1671, -1.0136]]
}

=====

(6)
{
  "formula": "C24H25Br2F32NO4P",
  "method": "the ωB97M-V functional and the def2-TZVPD basis",
  "e_tot_ha": -9970.04942,
  "lumo_ev": -4.0,
  "max_force_ev_per_a": 0.6,
  "charge": 1,
  "e_above_lowest_ev": 0.000,
  "homo_lumo_gap_ev": 8.9787,
  "symbols": ["C", "C", "Br", "C", "Br", "P", "C", "N", "H", "H", "H", "H", "H", "H", "H", "H", "H", "C", "C", "C", "F", "F", "F", "F", "O", "C", "C", "F", "F", "F", "F", "H", "H", "H", "H", "C", "C", "C", "F", "F", "F", "F", "O", "C", "C", "F", "F", "F", "F", "H", "H", "H", "H", "C", "C", "C", "F", "F", "F", "F", "O", "C", "C", "F", "F", "F", "F", "H", "H", "H", "H", "C", "C", "C", "F", "F", "F", "F", "O", "C", "C", "F", "F", "F", "F", "H", "H", "H", "H"],
  "coordinates": [[-1.7395, 6.4370, 0.1993], [-1.4127, 5.0348, 0.6211], [-1.1860, 4.8534, 2.4621], [-1.2955, 3.9752, -0.2015], [-0.8637, 2.2604, 0.4500], [-1.4898, 4.1925, -1.9557], [-1.9710, 2.7169, -2.9865], [-2.4053, 1.4974, -2.3560], [-1.2463, 7.1573, 0.8451], [-1.4798, 6.6534, -0.8357], [-2.8183, 6.5828, 0.3107], [-2.4193, 5.1947, -2.2282], [-0.2819, 4.6940, -2.4543], [-2.7765, 3.0838, -3.6294], [-1.1278, 2.5131, -3.6468], [-3.0295, 1.6229, -1.5714], [-1.6247, 0.9138, -2.0870], [2.3974, -1.3178, 4.3739], [1.4611, -1.2527, 5.5902], [0.5981, -2.4813, 5.8926], [-0.2532, -2.7202, 4.8745], [-0.1276, -2.2327, 7.0027], [0.6835, -0.1504, 5.5117], [2.2710, -1.0995, 6.6782], [1.9400, -0.6881, 3.1896], [1.1873, -1.3349, 2.2544], [-0.1807, -0.6606, 2.0909], [-0.8710, -0.6732, 3.2414], [-0.9031, -1.3133, 1.1507], [1.0628, -2.6467, 2.4948], [1.8137, -1.1975, 1.0587], [3.2690, -0.7328, 4.6630], [2.7478, -2.3336, 4.1903], [1.2216, -3.3624, 6.0648], [-0.0397, 0.3772, 1.7733], [1.9116, 3.0388, 8.7214], [2.9689, 3.4694, 7.6933], [4.1177, 2.4972, 7.4073], [4.8637, 2.2884, 8.5057], [4.9138, 3.0322, 6.4516], [3.4616, 4.6817, 8.0106], [2.3046, 3.5996, 6.5002], [2.0344, 3.5575, 10.0294], [2.7748, 2.9275, 10.9964], [3.9207, 3.8148, 11.5018], [4.7502, 4.1289, 10.4875], [4.6203, 3.1310, 12.4315], [3.2234, 1.7269, 10.5891], [1.9592, 2.7138, 12.0529], [0.9821, 3.4691, 8.3510], [1.7785, 1.9561, 8.7209], [3.7271, 1.5419, 7.0440], [3.5207, 4.7303, 11.9412], [-4.5331, -0.0177, -7.7755], [-3.4746, 0.8295, -8.5099], [-2.2455, 0.1224, -9.0958], [-1.5089, -0.4259, -8.1123], [-1.4787, 1.0354, -9.7273], [-3.0726, 1.8516, -7.7186], [-4.1240, 1.3707, -9.5766], [-4.4854, -0.0534, -6.3515], [-3.7837, -1.0016, -5.6495], [-2.6775, -0.3624, -4.8064], [-1.7840, 0.3018, -5.5770], [-2.0009, -1.3342, -4.1414], [-3.3161, -1.9866, -6.4377], [-4.6364, -1.5729, -4.7712], [-5.4721, 0.4887, -7.9909], [-4.6123, -1.0173, -8.2012], [-2.5423, -0.6468, -9.8134], [-3.0765, 0.3446, -4.0810], [1.6102, -5.2003, -4.0758], [0.9186, -6.5634, -3.9250], [1.1018, -7.5849, -5.0526], [0.5816, -7.1235, -6.2068], [0.4488, -8.7184, -4.7176], [-0.3939, -6.3888, -3.6704], [1.4805, -7.1441, -2.8234], [0.8137, -4.1194, -4.5262], [0.6583, -3.8323, -5.8551], [-0.8092, -3.9291, -6.2880], [-1.2848, -5.1728, -6.0890], [-0.8920, -3.6528, -7.6094], [1.4559, -4.5804, -6.6359], [1.0223, -2.5379, -6.0328], [1.8848, -4.9219, -3.0596], [2.5387, -5.2859, -4.6409], [2.1606, -7.8164, -5.1963], [-1.4152, -3.2215, -5.7252]]
}